(1)
A cluster of 10 separate species, C36H68INO10 in total at a distorted geometry, computed with ωB97M-V with the def2-TZVPD basis set.

Values from the calculation:
orbital gap: 8.73 eV
molar mass: 801.84 g mol⁻¹

```
! RIJCOSX wB97M-V def2-TZVPD def2/J DEFGRID3
* xyz 0 1
C 11.5827 1.5849 0.2289
H 12.2024 1.8466 2.2654
H -3.9395 -2.0866 2.4322
H 6.9167 -0.9018 -1.0650
H 8.7660 4.3849 -1.0503
C 9.1815 2.4401 -3.0677
C -1.1713 -3.2048 -4.0098
C -6.8111 -2.7644 4.8662
H -2.9339 2.0525 -2.9002
H 1.7007 2.9181 -1.4689
C 5.9817 -1.1182 -1.5823
O -7.3715 2.5502 -1.0651
H -6.4103 -1.3325 3.3268
H -0.0883 -2.6523 -6.5686
H -8.8144 -7.7034 5.8579
O -2.9048 -3.4806 -5.6161
O -0.9136 -2.6832 2.5038
C -8.2496 0.7142 -2.2955
H -1.6220 -2.1148 -7.2870
C -7.6171 2.0760 -2.1494
H -6.8477 3.7793 -3.1827
H -7.5881 0.0541 -2.8591
H 4.0514 1.5064 -0.3507
C 8.4019 2.4117 -1.7800
H -0.3795 3.1827 -0.6862
C -7.2979 2.8192 -3.4255
C 1.0836 0.9761 -0.9249
H -12.1523 -5.8493 3.9582
H -2.9413 -2.1461 3.8990
H 10.0767 3.0482 -2.9370
H 7.3686 3.5722 -0.3170
I -3.9089 -0.0325 -1.5192
C 12.6562 1.7634 1.2764
H -0.9331 3.0437 -2.3316
H -7.4309 -4.1346 6.3752
H -2.9416 -3.2036 0.2518
H 10.1584 0.4194 1.3195
H 9.4736 1.4293 -3.3431
H 5.5385 7.2478 0.2118
C 1.1073 -0.2343 1.1929
H 5.8269 1.4053 -0.3057
C -3.3900 1.9932 -1.9144
C 10.6887 0.3791 0.3664
C -0.9551 2.5408 -1.3604
H 11.2862 -0.5343 0.3319
H 13.3271 0.9029 1.2745
C 0.0242 0.8805 -2.9429
H 8.5701 2.8694 -3.8641
C -1.8238 -3.0080 -5.3569
H 9.9681 0.3727 -0.4442
H 7.2531 4.2101 -1.9643
H 5.5022 4.3285 3.3211
H 1.5582 -1.1350 0.7848
H 4.9750 1.5184 -1.8632
H -9.2006 0.7954 -2.8247
H 1.5958 1.8246 1.0802
H 6.0765 -0.7919 -2.6193
C 1.2708 0.9294 0.5490
H -1.3339 -3.9486 0.3809
C -0.3539 1.1228 -1.4582
C -7.2677 -1.7209 3.8720
H -0.2126 -3.7138 -4.1226
C 1.3166 1.7185 -3.0555
C -10.4320 -6.6802 4.9119
H 5.7860 -2.1883 -1.5553
O 8.1748 1.3712 -1.1991
H -7.7636 -0.8995 4.3917
H -2.5253 2.0937 0.0925
H -2.6850 3.6231 -0.7723
H -1.0035 -2.2365 -3.5341
H 1.4405 0.0179 -1.3240
H -11.7837 -7.5188 3.4750
H -12.5072 -7.1975 5.0595
H -0.8748 -1.1829 -5.9708
C -11.8090 -6.8185 4.3114
H -7.9746 -2.1611 3.1668
H -10.4201 -8.3568 6.2477
C 5.3135 7.1399 1.2701
C 5.5558 5.7119 1.6956
C -7.8820 -3.4056 5.7059
H 4.2491 5.5857 3.3919
C -2.0291 -3.0179 2.1765
C -1.0532 -2.1860 -6.3630
H -3.7506 -3.6075 3.3188
H 5.9499 7.8151 1.8445
O 3.8978 -0.9970 -0.4496
H -8.4229 0.2893 -1.3097
O 5.9422 4.8749 0.9140
C 5.2919 5.3805 3.1443
H -9.6965 -8.6782 4.6631
C 7.9140 3.7292 -1.2407
H -6.6019 2.2376 -4.0332
H 13.2272 2.6647 1.0659
H -1.8192 -3.8057 -3.3756
H -0.7268 1.1562 -3.6802
C -2.2778 -3.7830 0.8958
H 0.2724 -0.1774 -3.0697
H -8.6136 -3.9140 5.0739
C -3.2415 -2.6952 3.0105
N 1.8306 1.9532 -1.7512
H -8.3977 -2.6448 6.2957
O 1.8144 2.1021 -4.0781
C -2.4096 2.5699 -0.8804
H 5.9273 5.9890 3.7899
H 0.5374 -0.3432 2.1089
H -8.2089 2.9872 -4.0020
H 4.2716 7.4122 1.4466
O -5.6427 -3.0635 4.9700
H -4.3157 2.5605 -1.9335
H -2.7441 -4.7462 1.1083
O 11.4498 2.3789 -0.6757
C 4.8402 -0.3914 -0.9130
C -9.7976 -7.9358 5.4564
H -1.0245 0.3746 -1.0434
C 4.9299 1.1112 -0.8518
O -9.8626 -5.6139 4.9558
*
```

(2)
An isolated molecule of C4H8N2O3 at a distorted geometry, computed with ωB97M-V with the def2-TZVPD basis set.

Values from the calculation:
orbital gap: 10.28 eV
molar mass: 132.12 g mol⁻¹

```
! RIJCOSX wB97M-V def2-TZVPD def2/J DEFGRID3
* xyz 0 1
N 0.0914 -0.1098 -2.6683
H 0.2479 1.3765 2.5950
C 0.3083 -1.1826 -1.7897
O -1.1665 0.8501 -1.1170
O -0.3470 -2.3205 -1.9103
O -0.9992 1.8910 -3.0255
H -1.2116 -2.2404 -1.5851
H 0.5445 -0.1353 -3.5709
C -0.7690 0.9282 -2.3524
C 0.3291 0.4478 0.5918
H 1.1452 -0.3984 0.8932
H -1.0551 1.7689 1.4346
N -0.6404 -0.2360 -0.2670
H -0.9508 0.0349 2.0533
H 0.7908 1.2745 0.1379
C -0.4840 0.9615 1.7792
H 1.3155 -1.3284 -1.2739
*
```

(3)
A cluster of 2 separate species, C33H35N4S in total at a distorted geometry, computed with ωB97M-V with the def2-TZVPD basis set.

Values from the calculation:
orbital gap: 4.96 eV
molar mass: 519.74 g mol⁻¹

```
! RIJCOSX wB97M-V def2-TZVPD def2/J DEFGRID3
* xyz 1 1
C -4.1706 6.9030 2.6263
C -7.9381 3.7332 2.4740
H -3.8922 7.2711 1.6294
C 4.0690 2.8214 4.8720
H -9.3271 6.8539 2.3266
C 2.6025 2.0277 2.2138
H 3.5202 3.7514 5.0684
N -1.3673 2.8353 -5.0229
H 0.6893 5.7178 2.8786
H -6.8922 7.4879 2.5089
H -9.9728 4.4540 2.4173
C 1.2060 5.2114 4.9400
H -2.6049 4.5615 5.3671
C 0.8108 1.9759 3.8534
H -2.9221 3.1241 -0.7068
H 4.6622 2.5426 5.7517
H 3.0537 -0.3693 4.8645
H 0.9846 2.4565 -3.7172
H -3.2748 2.9626 -3.1759
C 0.7022 4.8100 6.1799
H 0.4914 1.8404 4.8883
C -7.1966 6.4462 2.4270
C 0.3342 5.4230 3.8696
H -4.8487 7.6148 3.1014
H 0.0865 4.1341 -5.8601
C 0.3181 2.5713 1.5194
H -1.7461 1.9371 -6.8446
H -3.2074 6.4986 4.4863
C 3.7933 0.4356 4.8017
H -1.4504 4.0131 -6.7305
H -1.3688 4.9344 -5.1940
H -1.8956 0.8352 -5.4399
S -5.1864 3.0521 2.4554
C -0.0833 2.3266 2.8701
C -0.7078 2.9837 0.6286
H -1.1463 2.4375 3.0967
C -8.9194 4.7319 2.4160
C -2.0428 5.5544 2.9555
C -2.0704 3.0028 -1.3822
C -4.1022 4.4538 2.5381
H -8.1826 2.6812 2.5794
C -2.2737 2.9008 -2.7421
H 4.5030 0.2137 3.9889
C -1.5344 4.7658 5.2646
H -1.4904 5.8653 2.0518
C 2.1970 1.8777 3.5614
C 0.3156 2.6848 -1.6970
C -1.0027 4.0517 -5.7312
H 4.3604 0.4971 5.7385
H -0.2851 1.3208 -6.0463
C 1.7064 2.4039 1.2305
C -8.5526 6.0852 2.3797
H -1.6369 3.2992 1.1129
H -2.3212 7.6164 3.4527
C -0.7691 2.8932 -0.7905
C -6.5913 4.0887 2.4089
H 4.7625 2.9705 4.0298
H 1.3795 4.6830 7.0246
H 1.3252 2.5760 -1.3193
C -1.3180 1.6588 -5.8740
C -1.1736 2.7530 -3.6344
N -4.8450 5.6057 2.5283
C -6.2304 5.4389 2.3921
H 2.0867 2.5865 0.2315
H 2.2750 5.3687 4.7883
N -2.8161 4.3558 2.6146
C -2.9198 6.7015 3.4471
C -1.0341 5.2131 4.0405
C 0.1171 2.6054 -3.0658
C -0.6698 4.5886 6.3469
H 3.6562 1.8895 1.9528
H -1.0785 4.2770 7.3104
N 3.1407 1.7265 4.6011
*
```

(4)
An isolated molecule of C2H4N4O, computed with ωB97M-V with the def2-TZVPD basis set.

Values from the calculation:
orbital gap: 8.92 eV
molar mass: 100.08 g mol⁻¹

```
! RIJCOSX wB97M-V def2-TZVPD def2/J DEFGRID3
* xyz 0 1
N 1.0744 0.3193 -0.6651
H -0.8840 -0.7729 2.7848
C 0.0427 -0.3460 1.1717
O 0.0197 -0.7489 2.4495
H -0.1006 0.7341 -2.7577
N 1.2251 -0.0337 0.6451
N -0.7673 0.5282 -2.0338
H 2.1313 -0.1096 1.0676
H -1.7454 0.5967 -2.2353
N -0.9332 -0.1875 0.2975
C -0.2334 0.2255 -0.8139
*
```

(5)
A structure of composition C39H34Br2N8O2SeSn at a distorted geometry, computed with ωB97M-V with the def2-TZVPD basis set.

Values from the calculation:
orbital gap: 3.91 eV
molar mass: 1004.23 g mol⁻¹

```
! RIJCOSX wB97M-V def2-TZVPD def2/J DEFGRID3
* xyz -2 1
H -2.8772 -7.0544 -0.2708
H -0.6648 5.0523 -1.3601
O -0.9497 -0.0546 0.0651
H -2.0148 5.8307 -2.2356
H 0.8420 2.1377 -6.3755
C -0.1774 -3.8372 -3.1821
N -0.1906 -5.9433 -4.4079
H -4.0119 8.1117 7.6871
N 0.0143 3.1305 -4.7590
C -1.6723 -2.0310 -3.7242
C -0.0979 -8.6959 -2.3824
H 0.2240 1.0778 -5.0759
C -2.5171 5.6669 5.9477
H 0.6958 -9.1439 -2.9683
C 3.2289 1.5066 1.1047
C 3.5659 0.2737 1.6550
N -0.1540 -1.7860 -1.9229
C 0.7472 2.0079 -5.2984
C -0.4994 4.2060 -5.4565
C -2.6743 6.6399 8.5067
H 1.7333 1.9515 -4.8376
H 2.9472 2.3395 1.7370
H 0.1690 -10.0213 -0.7132
H 2.6603 -5.2091 -0.8835
C 0.0317 1.9577 4.6406
C 3.2720 1.6730 -0.2688
H 3.0160 2.6311 -0.7034
C 3.6626 0.6205 -1.0876
H 5.2615 -2.3406 -0.9225
H 3.5519 0.1519 2.7312
C -0.2676 3.2431 -3.4249
H -2.4711 -1.5972 -4.3151
H 3.7088 -2.3422 -1.7517
C -1.1178 -1.2997 -2.6591
C -2.1049 -7.5169 -0.8688
C 0.5069 1.0642 3.6875
C 3.9721 -0.7698 0.8348
Se 0.1433 2.0784 -2.0866
C 0.3295 -5.1536 -3.3611
H 1.1550 0.2386 3.9623
H 3.7094 0.7703 -2.1613
H -1.3165 5.0612 9.0727
H 1.7438 -6.6013 -2.6979
C -1.4854 4.8950 -2.0602
H -1.8436 3.7853 2.4815
C -1.3491 3.9360 5.1962
H 4.2640 -1.7199 1.2655
C -3.3261 6.7739 6.1708
Sn 0.8595 -0.4539 0.1270
H -2.7535 7.0422 9.5090
Br -1.7932 -9.2770 1.3519
H -2.1560 4.1548 -1.6232
C -1.8107 -7.0299 -2.1301
O 1.8464 -2.8115 -0.3083
H 5.0208 -1.2996 -2.3317
C -1.3918 -8.5973 -0.3750
C 4.5386 -1.7075 -1.4400
N -1.0763 3.9710 6.4755
C -1.8717 5.5373 8.2750
H 0.3040 1.8718 5.6832
H -1.4613 -0.3151 -2.3599
H -1.6116 -3.8861 -4.7949
C -1.2017 -3.2901 -3.9872
C 0.3245 -3.0251 -2.1404
N -2.2146 4.9381 4.8222
C -0.6440 2.0917 1.9957
C 1.8652 -4.8305 -1.5134
C -1.7911 5.0425 6.9754
C 1.3866 -3.5154 -1.2313
C 4.0504 -0.6024 -0.5469
H -1.6415 5.9316 -4.6987
C -0.3914 -9.1907 -1.1208
H -0.8893 2.0320 0.9357
N -0.5741 -7.1069 -4.2148
H -0.3892 4.3072 -6.5213
C -0.8236 2.9696 4.2212
H -3.8819 7.2451 5.3698
H -2.3556 -6.1843 -2.5290
C -3.3924 7.2508 7.4689
Br -0.3719 -2.4161 2.2622
N -0.9755 4.4106 -3.3208
N 0.1823 1.1393 2.4048
C -0.7935 -7.6089 -2.8870
H -2.5554 5.0891 3.8911
C -1.1683 3.0321 2.8729
C 1.3449 -5.6077 -2.5295
C -1.1150 5.0043 -4.5609
*
```

(6)
A structure of composition Br2HO3PS at a distorted geometry, computed with ωB97M-V with the def2-TZVPD basis set.

Values from the calculation:
orbital gap (alpha / beta): 5.51 / 7.28 eV
molar mass: 271.85 g mol⁻¹

```
! RIJCOSX wB97M-V def2-TZVPD def2/J DEFGRID3
* xyz 0 3
S 0.7427 -0.2769 2.1895
Br 1.5333 2.3210 -0.5589
Br 1.6565 -2.1166 -0.8462
P -0.1840 -0.1843 0.5162
H -2.0664 0.2321 -0.3964
O -1.7431 -0.1079 0.4502
O 0.0596 -1.3288 -0.5803
O 0.0014 1.4615 -0.7741
*
```

(7)
A structure of composition C47H49BN13P2PbS2 at a distorted geometry, computed with ωB97M-V with the def2-TZVPD basis set.

Values from the calculation:
orbital gap (alpha / beta): 7.62 / 6.31 eV
molar mass: 1140.09 g mol⁻¹

```
! RIJCOSX wB97M-V def2-TZVPD def2/J DEFGRID3
* xyz 0 2
C 9.3347 14.5270 20.0171
N 10.6655 15.4492 10.7501
C 10.1908 15.4852 19.4206
C 8.1330 15.3187 15.8470
C 11.1994 18.2133 14.2592
S 8.5350 9.3969 12.2882
C 9.3398 12.1914 6.5161
H 6.6578 18.2441 11.4355
N 8.8738 14.2158 15.5899
H 9.9791 16.6914 9.1163
H 12.6064 19.5577 15.1874
C 6.0792 17.3103 9.6405
H 10.7492 10.9546 10.1696
H 7.5476 14.6954 8.1294
H 14.8758 13.2071 8.3439
Pb 9.7451 12.0651 13.1797
C 10.8239 9.2499 8.6975
C 8.1561 15.5004 10.0670
N 9.7445 14.0790 17.8838
H 8.5806 16.7070 11.8151
H 9.1854 11.8011 5.5286
H 10.3480 11.4285 18.4085
N 12.1772 9.2463 9.3663
H 8.2243 9.3442 15.2559
C 12.9188 13.2434 14.5979
C 7.8399 14.8078 13.7649
C 15.1150 16.3632 9.6115
H 7.9205 12.1950 9.4512
H 14.3983 10.7702 10.3611
H 8.9224 14.5529 21.0425
C 10.5938 13.7107 7.9201
H 13.9875 8.1437 7.5183
H 10.6005 16.3843 19.9112
C 12.4462 10.1582 10.3765
S 11.6500 9.8312 14.1872
C 14.1695 16.2828 10.5851
C 15.3564 15.2456 8.8206
H 10.0733 8.7310 9.3890
H 14.5630 18.1156 14.5585
H 9.4161 8.8411 17.7422
N 9.3981 11.9314 16.6205
H 12.1061 7.2051 9.0944
H 14.2502 16.1396 13.2179
C 14.7135 14.0424 9.0120
C 8.7313 12.4335 8.7631
C 7.3315 15.4462 8.9204
H 14.9233 8.4387 9.0531
N 11.5862 11.0323 10.7199
C 9.9906 8.5003 12.3570
C 13.3793 16.7736 13.4596
H 13.3914 13.0672 13.6195
P 11.8935 14.9541 11.8605
H 7.6070 11.1715 7.4295
C 13.4284 15.1001 10.8087
C 13.7522 13.9786 10.0284
H 10.0475 16.5725 13.2687
H 13.7119 10.8412 11.9296
C 8.7776 10.0277 15.9164
C 9.9849 7.2679 11.5564
H 5.8112 16.3363 7.7346
C 9.8479 11.0551 17.5617
H 14.3945 6.8006 8.4816
H 8.1511 15.8400 16.7683
H 12.4098 14.2001 17.6668
N 8.8347 11.2942 15.5853
C 12.1395 16.3927 13.0048
C 6.8298 17.4380 10.7817
C 10.3983 13.0367 6.7036
H 10.6324 10.3309 8.5118
P 9.4452 14.3007 10.5602
H 11.0434 13.2003 5.8573
C 9.6541 13.4472 8.9472
C 7.9337 16.5807 10.9861
N 12.9792 6.7523 12.7851
N 8.7163 13.9644 14.2763
C 9.4062 9.8134 17.2135
H 14.3638 9.2488 11.1641
H 8.5732 12.7687 19.0316
N 11.3143 13.4022 15.9963
H 10.4222 7.5188 7.5267
N 9.9016 6.3729 10.8498
C 7.4052 15.7179 14.7447
C 10.8638 8.4670 7.3766
H 11.7566 16.3740 9.2180
C 14.1156 7.8403 8.5835
C 13.8259 10.1704 11.0486
H 13.9585 17.1522 11.2001
H 10.2978 8.9682 6.5685
C 11.1682 8.6149 13.1508
C 10.8531 16.5581 9.7910
B 9.8062 13.4168 16.4787
H 5.2662 17.9850 9.4769
C 6.3439 16.3690 8.6893
H 11.8678 8.2713 6.9671
C 11.0112 17.0815 13.4886
H 6.6998 16.4588 14.7424
H 16.0639 15.2619 7.9604
H 13.1490 13.0954 10.1775
H 11.3986 14.4483 8.1139
C 12.4795 18.6618 14.6419
C 12.8390 7.9266 9.4022
H 15.5466 17.2560 9.2424
H 7.5178 14.6947 12.7325
C 9.1285 13.6515 18.9800
H 13.0212 7.6232 10.4431
H 10.9520 17.4379 10.4068
C 8.5121 11.8443 7.5568
N 10.3902 15.2478 18.1498
N 11.6040 13.0486 14.7230
H 10.3305 18.7793 14.5617
C 13.5656 17.8569 14.2975
C 13.4740 13.7458 15.7697
C 12.4054 13.8531 16.6241
H 14.5010 13.9944 15.8904
C 12.1695 7.5709 12.9145
*
```

(8)
A cluster of 2 separate species, C2H5O2S2 in total at a distorted geometry, computed with ωB97M-V with the def2-TZVPD basis set.

Values from the calculation:
orbital gap (alpha / beta): 5.20 / 6.77 eV
molar mass: 125.19 g mol⁻¹

```
! RIJCOSX wB97M-V def2-TZVPD def2/J DEFGRID3
* xyz -1 1
O 2.5790 1.7710 1.0657
S 2.3012 0.9346 -0.0861
O 2.5827 1.6599 -1.3410
C 0.0736 -0.4396 -0.6314
H -0.1673 -0.7352 -1.6867
S 2.3570 -2.5143 0.5732
C 0.3421 0.9928 -0.3183
H -0.0513 1.4307 0.6302
H 0.2904 1.8017 -1.0613
H 0.8772 -1.0401 -0.2320
H -0.7515 -0.7538 0.0165
*
```

What are the energy above the lowest of the compared OMol25 structures with the same formula, charge and spin values for these records? In order: 0.00, 109.52, 52.13, 6.84, 47.83, 61.96, 40.35, 96.92 kcal per mole.